{"formula": "C33H27BiBrCl4N5O2", "method": "ωB97M-V/def2-TZVPD", "total_charge": -2, "orbital_gap_ev": 4.36, "molar_mass_g_mol": 956.31, "total_energy_ha": -6327.42185, "lumo_ev": 3.882, "homo_energy_ev": -0.474, "de_lowest_kj_mol": 40.0, "elements": ["Bi", "C", "C", "C", "C", "C", "C", "N", "C", "C", "C", "C", "C", "C", "N", "N", "C", "C", "C", "C", "C", "N", "H", "H", "H", "H", "H", "H", "H", "H", "H", "H", "H", "H", "H", "Cl", "C", "C", "Cl", "C", "Cl", "C", "O", "C", "O", "C", "Cl", "Br", "C", "C", "C", "C", "N", "C", "H", "H", "H", "H", "C", "C", "C", "C", "C", "H", "H", "H", "H", "H", "H", "H", "H", "H", "H"], "positions_angstrom": [[-0.230998, -0.430573, 0.374955], [1.029844, -4.084148, 4.092123], [1.668972, -2.915306, 3.689518], [0.945880, -1.837243, 3.218129], [-0.467200, -1.881805, 3.107150], [-1.099284, -3.067868, 3.549486], [-0.358742, -4.137732, 4.019141], [-1.120091, -0.824253, 2.547067], [-2.508672, -0.706778, 2.575183], [-3.247054, -0.662831, 3.750773], [-4.632426, -0.508491, 3.739264], [-5.294819, -0.402054, 2.524907], [-4.583859, -0.424030, 1.332570], [-3.186475, -0.543332, 1.330600], [-2.422385, -0.511343, 0.205471], [-3.049353, -0.653892, -1.018496], [-2.235763, -0.646067, -2.033765], [-2.704195, -0.999521, -3.351156], [-1.820605, -1.160910, -4.367529], [-0.430644, -0.940895, -4.152452], [-0.036933, -0.548409, -2.901678], [-0.884511, -0.367042, -1.879137], [1.596770, -4.933563, 4.456189], [2.749941, -2.839084, 3.745480], [1.458804, -0.926948, 2.924890], [-2.178330, -3.131649, 3.482875], [-0.873875, -5.040927, 4.332651], [-2.727022, -0.774549, 4.696367], [-5.182084, -0.484625, 4.674101], [-6.375125, -0.300890, 2.502875], [-5.092770, -0.359417, 0.380278], [-3.761868, -1.195113, -3.473561], [-2.167997, -1.470258, -5.347933], [0.293205, -1.082397, -4.943314], [1.008428, -0.345332, -2.679265], [6.145603, 2.673339, 2.885307], [4.951751, 1.910502, 1.890765], [5.311963, 0.975654, 0.929447], [6.986653, 0.589007, 0.700410], [4.333878, 0.360552, 0.158938], [4.778675, -0.870258, -0.984003], [2.934300, 0.628144, 0.269951], [2.066825, 0.037032, -0.433938], [2.603283, 1.610899, 1.271349], [1.323149, 1.934975, 1.563966], [3.591252, 2.205966, 2.041476], [3.110183, 3.361454, 3.245821], [-1.897086, -6.779001, 0.151406], [-0.525006, -5.475102, -0.046235], [0.735544, -5.735663, 0.457653], [1.703710, -4.755594, 0.294806], [1.360824, -3.577259, -0.345337], [0.144848, -3.351183, -0.839567], [-0.790937, -4.279292, -0.691242], [0.948388, -6.666563, 0.963747], [2.702730, -4.901329, 0.682262], [2.074006, -2.766027, -0.466070], [-1.772237, -4.047636, -1.091885], [-0.081186, 4.318243, 0.742269], [-0.750707, 2.936619, 0.846562], [-1.877118, 2.851388, -0.181393], [-1.315331, 2.760519, 2.263623], [0.314032, 1.863741, 0.549143], [-0.800377, 5.115542, 0.957078], [0.320627, 4.481690, -0.261944], [0.737891, 4.391097, 1.458436], [-2.658631, 3.578417, 0.057303], [-2.327618, 1.860808, -0.179314], [-1.502775, 3.060691, -1.188098], [-1.861839, 3.657651, 2.568959], [-0.505415, 2.591211, 2.970778], [-1.992593, 1.906514, 2.303056], [0.777079, 2.058123, -0.424042]], "forces_ev_per_angstrom": [[0.22, -0.07, 0.39], [0.10, -0.10, 0.05], [-0.02, -0.05, -0.02], [-0.02, 0.03, -0.11], [-0.27, 0.25, 0.15], [0.02, -0.08, -0.05], [-0.05, 0.02, 0.00], [0.17, 0.08, 0.14], [-0.15, -0.01, 0.20], [-0.04, -0.03, -0.04], [-0.11, -0.04, 0.09], [0.05, -0.03, 0.05], [-0.10, -0.02, -0.04], [-0.16, 0.00, -0.06], [0.22, 0.02, -0.07], [-0.48, -0.07, -0.17], [0.11, 0.07, 0.31], [0.00, -0.04, -0.30], [-0.12, 0.06, 0.17], [0.16, 0.03, -0.04], [0.05, 0.05, -0.24], [-0.11, 0.07, 0.07], [0.01, 0.03, 0.01], [0.00, 0.00, 0.00], [-0.02, 0.03, 0.03], [0.01, -0.04, 0.02], [-0.02, 0.01, -0.02], [0.07, 0.03, -0.03], [0.00, 0.00, -0.01], [-0.01, 0.01, -0.01], [0.05, 0.04, -0.01], [-0.01, 0.04, 0.03], [-0.05, 0.00, 0.00], [0.02, 0.04, 0.02], [-0.04, -0.07, 0.04], [0.04, 0.05, 0.02], [-0.12, -0.18, -0.15], [-0.11, 0.15, 0.14], [0.06, -0.05, -0.02], [-0.19, -0.11, -0.13], [-0.03, 0.02, -0.05], [0.71, 0.39, 0.30], [0.61, -0.16, -0.49], [0.02, -0.06, 0.00], [0.19, -0.02, 0.18], [0.06, 0.04, 0.02], [-0.08, 0.00, -0.01], [0.00, 0.07, -0.02], [-0.01, -0.22, 0.10], [-0.02, 0.18, -0.10], [0.00, -0.15, 0.12], [-0.04, 0.11, -0.12], [0.02, -0.09, -0.03], [0.02, 0.10, -0.05], [0.00, 0.00, 0.03], [0.01, 0.04, 0.02], [0.01, -0.03, 0.02], [-0.01, -0.05, 0.04], [-0.03, -0.05, 0.09], [0.39, 0.12, 0.16], [0.15, -0.09, 0.00], [0.06, -0.06, -0.24], [-1.00, -0.20, -0.49], [-0.01, 0.00, -0.01], [0.00, -0.02, 0.00], [0.05, 0.06, 0.02], [0.03, 0.05, -0.01], [-0.08, -0.06, -0.05], [-0.02, -0.03, -0.01], [-0.06, -0.02, -0.03], [0.01, 0.00, 0.09], [0.00, -0.04, 0.07], [-0.11, 0.08, 0.01]], "lowdin_charge": [1.869, -0.162, -0.132, -0.077, -0.357, -0.042, -0.134, -0.117, -0.308, -0.074, -0.156, -0.154, -0.060, -0.283, -0.243, 0.016, -0.425, -0.063, -0.141, -0.140, -0.200, -0.082, 0.074, 0.092, 0.087, 0.100, 0.087, 0.105, 0.072, 0.076, 0.078, 0.087, 0.081, 0.068, 0.094, 0.597, -0.740, -0.730, 0.607, -0.602, 0.643, -0.436, -0.278, -0.251, -0.139, -0.594, 0.677, 0.681, -0.673, -0.129, -0.060, -0.151, 0.049, -0.181, 0.096, 0.104, 0.091, 0.111, -0.065, -0.597, -0.059, -0.038, -0.332, 0.072, 0.079, 0.061, 0.081, 0.052, 0.084, 0.077, 0.080, 0.069, 0.102]}